#A
14
Properties=species:S:1:pos:R:3 method="wB97M-V/def2-TZVPD" spin_multiplicity=1 gap_ev="7.50 / 7.70" e_homo_ev="-4.681 / -5.086" total_charge=-1
C -2.308 0.256 -1.676
C -1.155 0.451 -1.302
C 1.412 0.149 -1.327
C 0.147 1.853 0.324
C 0.083 0.625 -0.756
N -0.161 -1.098 1.098
O 2.447 0.323 -0.607
O 1.207 1.886 0.937
O 1.370 -0.469 -2.373
O -0.835 2.567 0.424
H -3.308 0.191 -1.917
H 0.201 -2.017 0.866
H 2.263 0.995 0.097
H 0.680 -0.644 1.651

=====

#B
14
Properties=species:S:1:pos:R:3 method="wB97M-V/def2-TZVPD" spin_multiplicity=1 gap_ev="7.05 / 7.05" e_homo_ev="-3.314 / -3.315" total_charge=-1
C 0.697 -0.783 -0.368
C -0.165 1.394 -0.370
C -2.388 -0.029 0.830
C 1.065 0.571 -0.015
C -1.508 -0.412 -0.472
N -0.465 -1.199 -0.575
O -3.557 0.288 0.406
O -0.200 2.548 -0.715
O -1.945 -0.099 1.939
O -2.311 -0.360 -1.550
H 1.482 -1.457 -0.490
H 1.170 0.619 1.033
H 1.989 0.736 -0.486
H -3.189 0.068 -1.148

=====

Relative to the most stable one, in eV, the structures come out at #A 1.710; #B 0.000.

=====

#A
9
Properties=species:S:1:pos:R:3 method="wB97M-V/def2-TZVPD" spin_multiplicity=1 gap_ev=9.36 e_homo_ev=-4.737 smiles="NP(N)(=O)[O-]" total_charge=-1
N 0.585 -0.550 0.863
P -0.456 0.616 0.023
N -0.327 -0.251 -1.468
O 0.215 1.971 -0.025
O -1.788 0.348 0.637
H 1.542 -0.320 0.798
H 0.418 -0.323 1.830
H -0.812 -1.074 -1.245
H 0.622 -0.417 -1.413

=====

#B
9
Properties=species:S:1:pos:R:3 method="wB97M-V/def2-TZVPD" spin_multiplicity=1 gap_ev=9.33 e_homo_ev=-4.768 smiles="NP(N)(=O)[O-]" total_charge=-1
N 0.129 1.189 0.036
P -1.223 0.013 0.076
N -0.487 -1.548 -0.325
O -2.212 0.278 -1.040
O -1.636 -0.167 1.491
H 0.381 1.171 1.081
H -0.596 1.961 0.033
H 0.266 -2.039 0.330
H 0.000 -1.190 -1.211

=====

Relative to the most stable one, in eV, the structures come out at #A 0.000; #B 0.372.

=====

#A
126
Properties=species:S:1:pos:R:3 method="wB97M-V/def2-TZVPD" spin_multiplicity=1 gap_ev=10.32 e_homo_ev=-10.002 smiles="CCOC(C)=O.CCOC(C)=O.CCOC(C)=O.CCOC(C)=O.CCOC(C)=O.CCOC(C)=O.CCOC(C)=O.CCOC(C)=O.CCOC(C)=O"
C -3.344 3.156 -0.172
C -4.670 2.488 -0.002
O -5.633 3.182 -0.760
C -6.723 2.503 -1.367
C -7.770 3.387 -1.914
O -6.971 1.309 -1.217
H -3.354 4.253 0.230
H -2.981 3.278 -1.183
H -2.743 2.727 0.433
H -4.549 1.449 -0.252
H -4.868 2.444 0.926
H -7.214 4.283 -2.462
H -8.331 4.135 -1.190
H -8.317 3.034 -2.817
C -0.726 -2.674 1.447
C -1.283 -4.171 1.595
O -0.597 -4.627 2.768
C -0.850 -5.878 3.198
C -0.105 -6.197 4.469
O -1.609 -6.752 2.766
H -1.218 -1.887 0.813
H 0.347 -2.511 1.297
H -1.028 -2.226 2.305
H -2.193 -4.390 1.817
H -1.047 -4.619 0.764
H 0.478 -7.083 4.499
H -0.761 -6.659 5.235
H 0.422 -5.278 4.619
C 0.686 -2.242 -2.189
C 1.443 -2.818 -3.515
O 1.401 -4.258 -3.396
C 2.007 -5.028 -4.375
C 2.043 -6.428 -4.028
O 2.600 -4.610 -5.309
H -0.287 -2.444 -2.272
H 0.485 -1.197 -2.323
H 0.931 -2.481 -1.192
H 1.283 -2.308 -4.441
H 2.508 -2.702 -3.458
H 2.907 -6.906 -4.563
H 1.126 -6.843 -4.402
H 1.959 -6.910 -2.936
C -2.004 -0.779 -4.480
C -1.551 -0.436 -5.906
O -0.990 -1.575 -6.487
C -0.687 -1.507 -7.743
C -0.051 -2.860 -8.281
O -0.910 -0.603 -8.533
H -1.991 0.148 -3.924
H -1.327 -1.280 -3.921
H -2.955 -1.410 -4.380
H -2.349 -0.058 -6.386
H -0.841 0.426 -6.010
H -0.539 -3.671 -7.783
H 0.854 -2.861 -7.965
H -0.124 -3.038 -9.274
C 3.377 2.488 -4.197
C 3.618 1.072 -3.707
O 3.173 0.960 -2.411
C 3.619 -0.100 -1.709
C 3.218 -0.029 -0.265
O 4.073 -1.068 -2.255
H 2.380 2.885 -4.056
H 3.834 2.727 -5.005
H 4.095 3.158 -3.507
H 3.184 0.283 -4.335
H 4.542 0.632 -3.755
H 3.993 0.677 0.266
H 3.315 -0.835 0.287
H 2.364 0.380 -0.105
C 0.501 1.350 2.939
C -0.083 0.828 1.567
O 0.072 1.655 0.444
C -0.456 1.383 -0.741
C -0.107 2.323 -1.821
O -1.182 0.353 -0.929
H 0.419 2.394 3.062
H 1.585 1.075 2.931
H 0.147 0.695 3.731
H 0.235 -0.348 1.276
H -1.072 0.735 1.744
H -0.525 2.047 -2.830
H 0.977 2.274 -1.847
H -0.440 3.328 -1.656
C 1.944 -2.585 3.926
C 3.085 -1.757 3.399
O 3.248 -0.569 4.144
C 4.123 0.389 3.753
C 4.031 1.559 4.573
O 4.922 0.187 2.909
H 0.889 -1.824 3.999
H 2.365 -2.822 4.821
H 1.799 -3.400 3.410
H 4.087 -2.047 3.314
H 3.016 -1.424 2.355
H 4.771 1.536 5.444
H 3.082 1.351 5.142
H 4.012 2.425 3.896
C 2.448 4.945 5.378
C 3.211 5.492 4.116
O 3.053 4.413 3.210
C 3.219 4.582 1.881
C 2.996 3.354 1.019
O 3.560 5.643 1.403
H 2.361 5.709 5.914
H 2.748 4.022 5.900
H 1.344 4.892 5.114
H 2.858 6.476 3.825
H 4.245 5.743 4.446
H 3.312 2.409 1.501
H 3.148 3.553 -0.015
H 1.930 3.329 0.949
C -4.714 -0.859 1.593
C -4.119 -0.383 2.873
O -4.002 1.048 2.985
C -3.163 1.603 3.767
C -2.982 3.101 3.664
O -2.524 0.998 4.604
H -5.663 -0.652 1.484
H -4.998 -1.911 1.805
H -4.158 -0.842 0.723
H -4.516 -0.691 3.749
H -3.049 -0.700 2.958
H -2.435 3.589 4.424
H -3.885 3.532 3.632
H -2.442 3.211 2.582

=====

#B
126
Properties=species:S:1:pos:R:3 method="wB97M-V/def2-TZVPD" spin_multiplicity=1 gap_ev=9.38 e_homo_ev=-9.069 smiles="COC(=O)OC.COC(=O)OC.COC(=O)OC.CC(C)=O.CC(C)=O.CC(C)=O.CC(C)=O.CC(C)=O.CC(C)=O.CC(C)=O.CC(C)=O.CC(C)=O"
C -5.348 5.220 4.918
O -4.250 5.427 4.033
C -3.690 4.319 3.539
O -3.992 3.185 3.819
O -2.728 4.682 2.689
C -2.033 3.597 2.068
H -6.257 5.110 4.333
H -5.415 6.124 5.519
H -5.148 4.385 5.584
H -2.720 2.897 1.595
H -1.430 3.021 2.772
H -1.397 4.036 1.307
C 3.420 -6.552 0.492
O 2.526 -5.787 1.273
C 1.575 -5.151 0.602
O 1.382 -5.211 -0.585
O 0.868 -4.456 1.493
C -0.097 -3.569 0.970
H 2.949 -7.473 0.139
H 4.248 -6.814 1.145
H 3.789 -6.003 -0.371
H -1.082 -4.036 0.943
H 0.169 -3.207 -0.024
H -0.181 -2.676 1.593
C 7.380 1.872 -1.650
O 5.989 2.089 -1.885
C 5.116 1.759 -0.948
O 3.969 2.107 -0.975
O 5.659 0.985 0.001
C 4.751 0.564 1.017
H 7.611 0.804 -1.699
H 7.667 2.214 -0.656
H 7.958 2.402 -2.397
H 5.357 0.093 1.788
H 3.983 -0.115 0.662
H 4.235 1.391 1.510
C 1.482 4.589 1.272
C 1.614 3.431 2.212
C 1.642 3.768 3.679
O 1.779 2.311 1.807
H 0.846 5.362 1.711
H 1.095 4.273 0.303
H 2.438 5.062 1.029
H 1.782 2.877 4.285
H 0.741 4.325 3.944
H 2.490 4.419 3.916
C -2.819 1.591 -5.363
C -3.926 2.443 -5.920
C -3.830 3.942 -5.762
O -4.876 1.958 -6.486
H -2.783 0.627 -5.858
H -2.982 1.457 -4.287
H -1.849 2.091 -5.417
H -2.811 4.298 -5.588
H -4.390 4.251 -4.876
H -4.201 4.439 -6.655
C 2.475 1.359 -4.099
C 1.855 1.556 -5.461
C 2.678 1.135 -6.651
O 0.765 2.061 -5.594
H 1.966 1.967 -3.356
H 3.522 1.667 -4.152
H 2.433 0.315 -3.795
H 3.630 1.673 -6.660
H 2.173 1.333 -7.590
H 2.910 0.071 -6.547
C -3.819 -2.419 1.499
C -5.029 -2.751 2.348
C -6.360 -2.894 1.640
O -4.945 -2.926 3.537
H -3.919 -1.436 1.038
H -3.710 -3.258 0.807
H -2.948 -2.376 2.155
H -6.458 -3.903 1.223
H -6.463 -2.131 0.873
H -7.158 -2.867 2.381
C -5.563 -2.437 -2.230
C -4.863 -1.108 -2.310
C -5.266 -0.045 -1.300
O -3.970 -0.902 -3.091
H -6.530 -2.369 -2.735
H -5.736 -2.770 -1.210
H -4.950 -3.165 -2.759
H -5.650 0.846 -1.798
H -4.386 0.294 -0.752
H -6.010 -0.446 -0.614
C 4.231 -3.883 -2.684
C 4.157 -2.829 -1.602
C 4.117 -1.389 -2.043
O 4.230 -3.090 -0.422
H 4.991 -3.580 -3.403
H 3.259 -3.975 -3.174
H 4.450 -4.846 -2.232
H 3.730 -0.766 -1.246
H 3.472 -1.236 -2.912
H 5.106 -1.086 -2.395
C 1.948 -2.850 4.613
C 3.231 -2.994 3.844
C 3.304 -2.175 2.572
O 4.180 -3.597 4.279
H 1.944 -3.544 5.453
H 1.045 -2.986 4.019
H 1.941 -1.833 5.016
H 3.451 -1.128 2.833
H 2.378 -2.332 2.012
H 4.117 -2.529 1.944
C 0.017 0.358 3.874
C -1.223 -0.406 3.488
C -2.515 0.354 3.340
O -1.162 -1.599 3.289
H 0.112 0.398 4.966
H 0.018 1.401 3.572
H 0.867 -0.179 3.460
H -2.557 0.729 2.315
H -2.577 1.159 4.066
H -3.346 -0.338 3.477
C -1.514 0.223 -1.411
C -0.538 0.648 -0.348
C 0.817 -0.002 -0.339
O -0.854 1.442 0.505
H -2.227 1.002 -1.660
H -2.032 -0.677 -1.071
H -0.980 -0.048 -2.325
H 0.732 -0.963 0.183
H 1.586 0.598 0.138
H 1.140 -0.270 -1.350

=====

Relative to the most stable one, in eV, the structures come out at #A 11.559; #B 0.000.